Below is a structure of composition C46H53N14O3Se2TeY in a non-equilibrium geometry, with properties calculated with wB97M-V/def2-TZVPD.

XYZ file:
```
120
Properties=species:S:1:pos:R:3:forces:R:3:mulliken_spin:R:1
Y -0.377839 0.057988 -0.369904 -0.248 -0.505 0.607 0.0171
N -1.939744 -2.604852 0.590950 0.031 -0.022 0.035 0.0001
N -1.399421 -3.746072 -0.009565 -0.172 -0.074 0.024 0.0001
C -0.299184 -3.605485 -0.756973 0.205 0.254 0.196 -0.0003
N 0.313630 -4.685051 -1.217751 -0.117 -0.274 -0.048 0.0002
N 0.105217 -2.339212 -0.929177 -0.096 -0.248 -0.044 0.0031
N 1.225535 -2.070652 -1.632379 -0.330 -0.297 0.264 -0.0007
O 1.517190 -0.879352 -1.542686 0.710 -0.063 -0.282 0.0005
O 1.857933 -2.887530 -2.259730 0.311 -0.032 -0.255 0.0001
H -1.553323 -2.471859 1.526402 0.004 0.059 -0.004 0.0005
H -2.945346 -2.694916 0.616215 -0.044 0.012 0.011 0.0000
H -1.541569 -4.643744 0.431247 -0.023 -0.063 0.063 0.0000
H -0.083170 -5.598369 -1.076052 0.001 0.001 0.025 0.0000
H 1.103321 -4.560969 -1.829325 0.098 -0.023 -0.041 0.0000
Se 1.795636 1.911304 -3.046509 0.095 0.062 0.049 0.0017
Se -0.448311 2.469979 -3.190264 -0.073 0.061 -0.039 -0.0015
C -1.196248 0.786235 -3.747590 0.138 -0.190 0.049 0.0003
C -2.030309 0.835738 -4.857117 -0.026 -0.005 -0.036 -0.0001
C -2.610781 -0.335755 -5.308557 -0.051 0.040 -0.111 -0.0001
C -2.307656 -1.520407 -4.660030 -0.027 -0.052 -0.032 0.0000
C -1.473219 -1.470349 -3.561398 0.049 0.103 0.148 -0.0001
N -0.936295 -0.341869 -3.078523 -0.077 0.165 -0.182 0.0000
C 2.342388 2.214809 -1.209401 -0.149 -0.258 0.161 -0.0209
C 3.292031 3.198660 -1.048635 0.070 0.007 0.053 0.0401
C 3.920338 3.293717 0.195024 0.105 0.141 -0.007 -0.0127
C 3.610807 2.412805 1.199822 0.036 -0.038 0.067 0.0698
C 2.626769 1.447863 0.947801 -0.051 -0.043 -0.015 -0.0276
N 1.981702 1.374723 -0.227177 -0.031 0.126 -0.281 0.0390
H -2.191862 1.777053 -5.364399 0.002 -0.013 -0.019 0.0000
H -3.262040 -0.327771 -6.174416 0.021 0.009 0.045 0.0000
H -2.710240 -2.467405 -4.993863 0.018 0.036 0.020 0.0000
H -1.246729 -2.381067 -3.022392 0.014 0.025 0.031 0.0000
H 3.539697 3.860815 -1.864532 0.006 0.004 0.025 0.0025
H 4.659570 4.066949 0.367862 -0.030 -0.036 -0.013 -0.0003
H 4.090133 2.465545 2.165917 -0.010 -0.017 -0.020 0.0104
H 1.233511 0.222513 1.664394 -0.353 -0.148 0.220 -0.0823
N -2.720193 0.154668 -1.033580 -0.046 -0.287 0.131 0.0010
C -3.733733 0.712251 -1.113537 -0.336 0.735 -0.419 -0.0003
N -4.833133 1.401864 -1.246481 0.174 -0.330 0.217 0.0001
C -5.025609 2.326358 -2.391986 0.033 -0.129 0.209 0.0002
C -5.334404 3.733098 -1.894038 -0.099 0.025 0.080 0.0000
C -6.256526 3.720428 -0.654963 -0.089 -0.269 0.031 0.0000
C -6.944817 2.366674 -0.471979 0.008 0.073 -0.174 0.0000
C -5.911323 1.278417 -0.224793 0.111 0.138 -0.157 -0.0001
H -5.834951 1.931203 -3.005177 -0.058 -0.035 -0.022 0.0000
H -4.119792 2.305120 -2.993506 0.078 -0.051 -0.011 -0.0001
H -5.796934 4.276212 -2.720676 0.002 0.003 0.002 0.0000
H -4.408919 4.254334 -1.646778 -0.033 -0.019 0.011 0.0000
H -7.001010 4.510723 -0.733365 -0.009 0.018 -0.001 0.0000
H -5.662940 3.941570 0.234938 -0.204 -0.058 -0.219 0.0000
H -7.553944 2.120589 -1.346503 -0.019 -0.055 0.030 0.0000
H -7.616706 2.382873 0.384980 -0.033 0.033 0.017 0.0000
H -6.348569 0.280739 -0.273101 -0.014 -0.045 -0.050 0.0000
H -5.463313 1.415240 0.758585 0.061 0.008 0.049 0.0000
N 2.196587 0.497419 1.846628 0.492 -0.108 0.362 0.1433
C 2.617725 0.092952 3.111143 -0.366 0.594 -0.443 0.6312
C 4.007106 0.206328 3.525608 -0.035 -0.228 -0.091 -0.0608
C 4.403435 0.591838 4.813850 -0.005 0.026 0.013 0.1015
C 5.748714 0.653604 5.149945 -0.073 -0.001 -0.004 -0.0457
C 6.727904 0.337527 4.216563 -0.032 -0.003 -0.013 0.0908
C 6.350289 -0.041638 2.932763 -0.039 -0.012 0.002 -0.0485
C 5.009947 -0.109799 2.591571 0.058 -0.005 -0.051 0.1029
H 3.655761 0.856102 5.550321 0.027 -0.011 -0.026 0.0112
H 6.032320 0.959665 6.150223 -0.024 -0.017 -0.049 -0.0015
H 7.776265 0.387550 4.485181 -0.060 0.001 -0.015 0.0061
H 7.104633 -0.295166 2.197507 -0.032 0.008 0.022 -0.0007
H 4.723528 -0.426131 1.593631 0.016 0.021 0.034 0.0106
C -2.964389 0.332279 2.060996 0.065 0.089 -0.057 0.0018
C -1.633955 -0.132664 2.648022 0.599 0.026 0.182 0.0021
O -1.709015 -0.397004 3.889424 -0.076 -0.209 -0.391 0.0042
N -0.510894 -0.241362 1.926609 -0.541 -0.032 -0.568 0.0086
Te 0.830175 -0.396950 4.182622 0.590 -0.314 0.483 -0.0366
C 1.809867 -0.871386 6.096299 0.005 0.059 -0.038 0.0307
C 1.352246 -0.099150 7.176522 -0.118 0.088 -0.071 -0.0247
C 0.283406 0.981641 7.101166 0.151 -0.118 0.118 0.0004
C 1.876543 -0.322677 8.451177 -0.033 0.042 0.079 -0.0020
C 2.830099 -1.291463 8.695533 0.067 -0.029 0.110 0.0005
C 3.400678 -1.506920 10.076053 -0.026 -0.002 -0.092 -0.0001
C 3.264603 -2.056322 7.616743 0.013 -0.015 0.011 0.0020
C 2.781251 -1.871857 6.328354 0.005 0.008 -0.020 -0.0032
C 3.363299 -2.768433 5.260945 -0.145 0.093 -0.011 0.0044
C 0.454334 -2.476110 3.828499 0.053 -0.133 -0.247 0.0389
C -0.459388 -3.063716 4.709794 -0.048 0.074 0.041 0.0081
C -1.052759 -2.396981 5.933999 0.140 -0.121 -0.043 0.0027
C -0.850261 -4.387469 4.480909 -0.098 -0.012 0.079 0.0059
C -0.361346 -5.138775 3.430262 -0.042 -0.083 -0.006 -0.0014
C -0.781538 -6.573234 3.222105 0.021 0.058 0.014 0.0004
C 0.563274 -4.536305 2.582845 0.073 -0.016 -0.012 0.0046
C 0.986976 -3.222670 2.752964 0.042 0.040 0.130 -0.0400
C 2.037273 -2.727110 1.787121 -0.176 -0.008 0.074 0.0133
H -3.660833 0.505014 2.878625 0.009 0.002 -0.006 -0.0001
H -3.380616 -0.434207 1.404407 0.000 0.017 -0.001 -0.0005
H -2.846435 1.250284 1.482498 0.013 -0.049 -0.005 0.0005
H -0.098785 1.180483 6.108039 -0.052 0.019 -0.132 -0.0021
H 0.670399 1.923420 7.494215 0.026 -0.028 -0.001 -0.0003
H -0.572411 0.706029 7.721503 0.040 -0.032 -0.003 0.0000
H 1.513994 0.286846 9.275628 0.016 -0.044 -0.061 0.0001
H 2.778293 -1.042075 10.841108 0.014 -0.013 -0.048 0.0000
H 4.402236 -1.075548 10.154261 -0.049 -0.014 -0.028 0.0000
H 3.487110 -2.571109 10.304324 -0.012 0.052 -0.025 0.0000
H 4.017123 -2.822694 7.784189 -0.048 0.047 -0.011 0.0003
H 4.303579 -3.199125 5.606073 -0.040 0.023 0.004 0.0001
H 3.576743 -2.213730 4.350627 -0.023 0.017 -0.103 0.0073
H 2.689783 -3.592665 5.012625 -0.020 0.055 0.000 -0.0014
H -1.052312 -1.313093 5.904848 0.009 0.044 -0.094 0.0018
H -0.506067 -2.713295 6.826598 -0.001 -0.008 -0.028 -0.0001
H -2.094115 -2.699999 6.044643 0.035 -0.015 -0.005 -0.0001
H -1.563778 -4.836242 5.166585 0.038 0.031 -0.033 -0.0002
H -1.517606 -6.882240 3.963183 0.015 0.019 -0.013 0.0001
H 0.074456 -7.246913 3.297911 -0.016 0.029 -0.002 -0.0001
H -1.224976 -6.727316 2.233412 0.018 0.011 0.025 0.0000
H 1.014332 -5.123853 1.784093 -0.046 0.041 0.043 -0.0002
H 2.344963 -3.533820 1.116777 -0.060 0.043 0.042 -0.0014
H 2.927948 -2.367650 2.293184 0.105 0.032 0.107 -0.0204
H 1.660134 -1.901212 1.189737 -0.008 0.089 -0.045 0.0158
N -0.717530 2.184518 -0.006471 -0.426 1.153 0.327 -0.0028
C -1.232259 3.174657 0.362784 -0.138 -0.038 -0.092 0.0028
N -1.676466 4.277856 0.775847 -0.210 0.513 0.163 0.0000
C -2.933294 4.693868 0.741500 0.087 -0.391 -0.078 -0.0001
N -4.026483 5.082306 0.729386 0.742 0.182 0.209 0.0001
```
Positions in Å, forces in eV/Å.

Calculated values
frontier orbital gap (spin up / spin down) = 5.6 / 6.4 eV
multiplicity = 2
max |F| = 1.3 eV Å⁻¹
energy above the lowest of the compared OMol25 structures with the same formula, charge and spin = 249.70 kJ/mol
M = 1224.45 g/mol
net charge = +1